No. 1
Density functional theory data (ωB97M-V with the def2-TZVPD basis set) for a molecular structure, C52H49F9NNaO4P2STe.

ΔE to the lowest compared entry with this formula, charge and spin ... 61.0 kJ/mol
Charge ... -2
HOMO-LUMO gap ... 4.56 eV
Molar mass ... 1167.55 g/mol
HOMO ... -0.9 eV
Electronic energy ... -129981.7678 eV

Structure (XYZ):
```
120
C52H49F9NNaO4P2STe, DFT ωB97M-V with the def2-TZVPD basis set
Na 0.32 0.35 -0.23
C 2.32 -1.90 -1.43
P 3.22 -0.58 -0.47
C 4.21 0.35 -1.70
C 5.45 0.89 -1.33
C 6.14 1.74 -2.17
C 5.59 2.09 -3.40
C 4.36 1.58 -3.77
C 3.67 0.72 -2.93
C 4.47 -1.63 0.35
C 4.22 -1.94 1.69
C 5.06 -2.81 2.38
C 6.15 -3.38 1.74
C 6.40 -3.08 0.40
C 5.56 -2.22 -0.29
C 1.51 -2.60 -0.39
C 1.67 -3.84 0.21
C 0.79 -3.85 1.33
C 0.15 -2.62 1.32
C -0.75 -1.97 2.33
P 0.14 -0.46 2.97
C -1.00 0.91 3.09
C -2.38 0.81 3.08
C -3.26 1.89 2.99
C -2.66 3.17 2.83
C -1.33 3.39 2.84
C -0.33 2.28 3.13
C 0.51 -0.98 4.70
C 0.00 -0.30 5.80
C 0.35 -0.66 7.10
C 1.20 -1.74 7.31
C 1.71 -2.44 6.22
C 1.37 -2.05 4.93
N 0.57 -1.86 0.28
H 3.04 -2.57 -1.91
H 1.70 -1.45 -2.21
H 5.88 0.63 -0.37
H 7.10 2.14 -1.87
H 6.12 2.77 -4.07
H 3.91 1.86 -4.72
H 2.69 0.36 -3.23
H 3.36 -1.51 2.18
H 4.85 -3.05 3.41
H 6.80 -4.06 2.27
H 7.24 -3.52 -0.11
H 5.75 -1.99 -1.33
H 2.36 -4.62 -0.10
H 0.63 -4.64 2.05
H -1.00 -2.65 3.15
H -1.69 -1.65 1.87
H -2.80 -0.19 3.12
H -4.33 1.75 2.97
H -3.31 4.03 2.65
H -0.94 4.39 2.67
H 0.17 2.46 4.11
H -0.68 0.53 5.63
H -0.05 -0.11 7.94
H 1.48 -2.03 8.32
H 2.37 -3.28 6.37
H 1.78 -2.60 4.08
C -1.00 5.66 -3.01
C -1.27 5.62 -1.51
S -0.46 4.20 -0.65
O 0.62 3.73 -1.56
C -1.82 3.02 -0.77
C -2.26 2.70 -2.18
H -0.87 6.69 -3.35
H -1.81 5.21 -3.58
H -0.09 5.10 -3.23
H -2.34 5.57 -1.27
H -0.87 6.50 -1.02
H -2.62 3.43 -0.14
H -1.47 2.11 -0.23
H -2.82 3.52 -2.63
H -2.92 1.83 -2.17
H -1.40 2.44 -2.81
Te -2.54 -1.21 -1.27
C -4.46 -0.34 -1.11
C -4.72 0.57 -0.09
C -5.97 1.17 0.01
C -6.96 0.86 -0.91
C -6.71 -0.05 -1.93
C -5.45 -0.65 -2.03
C -3.04 -2.93 -0.14
C -4.18 -3.00 0.66
C -4.45 -4.15 1.37
C -3.59 -5.24 1.30
C -2.45 -5.16 0.51
C -2.17 -4.01 -0.21
H -3.96 0.81 0.64
H -6.16 1.87 0.81
H -7.94 1.32 -0.84
H -7.48 -0.30 -2.65
H -5.24 -1.34 -2.83
H -4.84 -2.15 0.73
H -5.34 -4.20 2.00
H -3.80 -6.14 1.86
H -1.75 -5.99 0.48
H -1.25 -3.95 -0.79
F -2.19 -1.66 -4.73
C -1.89 -0.36 -4.93
F -2.24 -0.09 -6.22
F -2.72 0.36 -4.16
C -0.38 -0.05 -4.57
O -0.17 0.08 -3.28
C 0.02 1.27 -5.35
F 1.17 1.76 -4.90
F -0.91 2.23 -5.16
F 0.16 1.14 -6.69
C 0.48 -1.22 -5.17
F 0.41 -2.32 -4.41
F 1.79 -0.87 -5.24
F 0.13 -1.60 -6.43
C 3.01 3.12 1.73
O 1.91 2.96 2.66
C 0.82 2.39 2.13
O 0.80 2.08 0.96
H 3.43 2.14 1.50
H 3.74 3.74 2.24
H 2.67 3.58 0.81
```



No. 2
Density functional theory data (ωB97M-V with the def2-TZVPD basis set) for 2 unconnected molecules or ions with the total composition C9H14 at a distorted geometry.

ΔE to the lowest compared entry with this formula, charge and spin ... 70.3 kJ/mol
Charge ... 0
HOMO-LUMO gap ... 10.06 eV
Molar mass ... 122.21 g/mol
HOMO ... -9.0 eV
Electronic energy ... -9559.4528 eV

Structure (XYZ):
```
23
C9H14, DFT ωB97M-V with the def2-TZVPD basis set
C -1.88 1.75 0.05
C -1.18 0.48 0.39
C 0.10 0.47 0.91
C 0.75 -0.67 1.39
C 0.05 -1.87 1.34
C -1.15 -1.92 0.62
C -1.83 -0.76 0.29
H -2.56 2.00 0.88
H -2.51 1.71 -0.84
H -1.22 2.60 -0.11
H 0.63 1.41 0.91
H 1.55 -0.54 2.11
H 0.32 -2.80 1.83
H -1.54 -2.89 0.39
H -2.82 -0.88 -0.12
C 2.18 1.56 -2.03
C 2.03 0.03 -1.76
H 1.70 1.85 -2.96
H 1.67 2.17 -1.28
H 3.23 1.84 -1.96
H 3.03 -0.35 -1.56
H 1.64 -0.42 -2.67
H 1.36 -0.14 -0.93
```



No. 3
Density functional theory data (ωB97M-V with the def2-TZVPD basis set) for 2 unconnected molecules or ions with the total composition C11H12NO2 at a distorted geometry.

ΔE to the lowest compared entry with this formula, charge and spin ... 37.9 kJ/mol
Charge ... -1
HOMO-LUMO gap ... 7.97 eV
Molar mass ... 190.22 g/mol
HOMO ... -4.6 eV
Electronic energy ... -17188.9781 eV

Structure (XYZ):
```
26
C11H12NO2, DFT ωB97M-V with the def2-TZVPD basis set
C -3.65 1.31 -0.42
C -1.58 0.13 -1.26
C -0.36 -0.18 0.56
C -2.37 0.56 -0.24
C -1.60 0.33 0.98
C 0.64 -0.56 1.45
C 0.41 -0.48 2.81
C -1.76 0.55 2.36
C -0.82 0.09 3.28
N -0.33 -0.24 -0.80
H 0.51 -0.28 -1.38
H -1.77 0.19 -2.32
H 1.57 -0.84 0.98
H -3.47 2.22 -0.98
H -4.02 1.58 0.58
H 1.13 -0.69 3.58
H -2.69 0.98 2.70
H -1.10 0.21 4.32
H -4.48 0.75 -0.87
C 4.32 -0.85 -2.18
C 2.77 -0.74 -2.19
O 2.36 0.42 -1.91
O 2.09 -1.76 -2.40
H 4.70 -1.77 -1.72
H 4.83 -0.01 -1.71
H 4.67 -0.90 -3.22
```